Entry 1:
105
Properties=species:S:1:pos:R:3 method="wB97M-V/def2-TZVPD" fmax_ha_per_bohr=0.0690 lumo_ha=-0.022 total_charge=0 smiles="C[N+](=O)[O-].C[N+](=O)[O-].C[N+](=O)[O-].C[N+](=O)[O-].C[N+](=O)[O-].O=C1OCCO1.O=C1OCCO1.O=C1OCCO1.O=C1OCCO1.O=C1OCCO1.O=C1OCCO1.O=C1OCCO1"
C 2.5722 4.3048 1.2204
N 3.9442 4.8555 1.3131
O 4.2237 5.7408 0.5667
O 4.7260 4.4337 2.1988
H 2.3529 4.0243 2.2449
H 2.5962 3.4369 0.5499
H 1.9260 5.1285 0.9053
C 3.0639 1.1917 4.1009
N 1.7121 0.7595 3.9379
O 1.3342 0.2311 2.8970
O 0.9804 0.8758 4.8903
H 3.1657 1.7700 4.9796
H 3.4700 1.6217 3.1723
H 3.7065 0.3240 4.0252
C 6.0144 0.5721 -0.0709
N 5.4644 -0.6436 0.5556
O 5.7892 -1.7410 0.0873
O 4.7996 -0.4971 1.5564
H 6.9529 0.7569 0.4217
H 5.2697 1.3297 0.0844
H 6.1204 0.3593 -1.1175
C 0.0097 -4.7261 -2.0781
N -0.2467 -4.2501 -3.4071
O 0.6466 -4.3157 -4.2355
O -1.3702 -3.8035 -3.6267
H -0.7107 -5.4441 -1.7315
H 0.0894 -3.8950 -1.4174
H 0.9693 -5.2069 -2.0000
C 0.8175 0.6963 -0.1932
N 1.6355 -0.1814 -1.0909
O 2.8594 -0.1361 -0.8645
O 1.0630 -0.9528 -1.8208
H 0.8209 1.6547 -0.6590
H 1.2952 0.5658 0.7512
H -0.2112 0.3277 -0.1393
O -0.1192 5.2607 3.0305
C -0.7973 4.3208 3.2585
O -0.6867 3.1401 2.5871
C -1.7006 2.1993 3.1422
C -2.0688 2.8365 4.4901
O -1.6870 4.2275 4.2467
H -2.5325 2.1423 2.4189
H -1.3747 1.2203 3.3719
H -1.4538 2.5068 5.3292
H -3.0966 2.7119 4.7364
O 3.7385 2.2012 -3.5137
C 3.7938 0.9853 -3.5311
O 2.7285 0.1896 -3.8989
C 3.2572 -1.1356 -4.0778
C 4.6832 -1.0992 -3.4289
O 4.9233 0.3131 -3.3959
H 2.5915 -1.7663 -3.5121
H 3.1791 -1.4219 -5.1332
H 5.5514 -1.5999 -3.9370
H 4.6780 -1.5532 -2.4690
O 0.1098 -4.5053 3.5446
C 1.0520 -3.9944 3.0649
O 2.1915 -3.7120 3.7029
C 3.1621 -3.1349 2.9215
C 2.5308 -3.1067 1.4989
O 1.1910 -3.5997 1.7655
H 3.3342 -2.1060 3.2249
H 4.1394 -3.6718 2.7407
H 3.1176 -3.7038 0.8001
H 2.5293 -2.0475 1.1186
O -3.8761 -0.1263 3.7170
C -3.4906 -1.0276 3.0198
O -4.3026 -1.7549 2.2815
C -3.4819 -2.8208 1.5908
C -2.0543 -2.6792 2.1705
O -2.1765 -1.4304 2.8732
H -3.9176 -3.7843 1.7065
H -3.4966 -2.5833 0.5104
H -1.3333 -2.5947 1.3719
H -1.8791 -3.4479 2.8582
O -2.5985 -0.1502 -0.8859
C -3.3486 0.7537 -0.5241
O -3.8173 1.7198 -1.3235
C -4.8255 2.4805 -0.6659
C -5.1765 1.6902 0.5935
O -3.9369 0.8592 0.6529
H -4.4377 3.4808 -0.4363
H -5.6184 2.7062 -1.3318
H -6.0906 1.1219 0.3947
H -5.1869 2.1641 1.5644
O 0.0816 3.2716 -1.6941
C -0.6532 2.9595 -2.6152
O -0.5257 1.9211 -3.4102
C -1.8363 1.5736 -3.9657
C -2.4368 2.9924 -4.0379
O -1.7494 3.6339 -2.9415
H -1.5846 1.1736 -4.9620
H -2.3782 0.8649 -3.3280
H -3.5188 3.0146 -3.8520
H -2.1280 3.4195 -5.0166
O -6.2595 -0.6219 -1.2570
C -5.3582 -1.2413 -1.7530
O -4.8200 -0.9261 -2.9357
C -3.7427 -1.8642 -3.2529
C -3.8973 -3.0243 -2.2569
O -4.8789 -2.3899 -1.2400
H -3.9382 -2.0478 -4.2743
H -2.7793 -1.4048 -3.2191
H -3.0083 -3.2162 -1.6146
H -4.3600 -3.9299 -2.6142

Entry 2:
19
Properties=species:S:1:pos:R:3 method="wB97M-V/def2-TZVPD" fmax_ha_per_bohr=0.0048 lumo_ha=0.043 de_lowest_kcal_mol=68.85 total_charge=0 smiles="C=CO[C@H]1C[C@H]1C.[H][H]"
C 2.4783 1.2942 0.0555
C 1.4127 0.5213 -0.1242
O 0.4919 0.3149 0.8581
C -0.4103 -0.7339 0.6290
C -1.7701 -0.5613 1.2178
C -1.5925 -0.5202 -0.2802
C -1.7772 0.7809 -1.0249
H 2.6804 1.7659 1.0122
H 3.1505 1.4918 -0.7726
H 1.2110 0.0082 -1.0664
H 0.0516 -1.7203 0.6580
H -1.9540 0.3901 1.7112
H -2.2532 -1.4168 1.6809
H -1.9203 -1.4073 -0.8205
H -1.2746 0.7559 -1.9987
H -2.8406 0.9785 -1.2003
H -1.3639 1.6192 -0.4554
H 2.9207 -1.5580 0.0286
H 2.8383 -2.2874 -0.0559

Entry 3:
84
Properties=species:S:1:pos:R:3 method="wB97M-V/def2-TZVPD" s2=2.027 fmax_ha_per_bohr=0.0721 lumo_ha="-0.229 / -0.245" de_lowest_kcal_mol=34.21 multiplicity=3 total_charge=+2
N 2.8480 -1.0930 6.3527
C 1.9358 -0.1235 6.4319
C 0.6919 -0.2321 5.8091
C 0.3902 -1.3929 5.0588
C 1.3328 -2.4550 5.0950
C 2.5518 -2.2390 5.7395
C -0.8319 -1.4522 4.2785
Ti -1.2274 0.0352 -0.4792
P -1.0085 0.7164 -2.9481
C -1.1044 -2.3670 3.3219
C -1.8329 -2.0033 2.1234
C -1.7743 -2.9173 1.0387
C -2.1870 -2.5874 -0.2335
C -2.8112 -1.3259 -0.4385
C -2.9827 -0.3913 0.6642
C -2.4119 -0.7217 1.9187
Br -4.1546 -1.1698 -2.0359
H -1.6454 -0.8048 4.6650
H -0.7202 -3.3947 3.3251
H -0.0095 0.6039 5.8332
H 1.1550 -3.4092 4.5847
H 2.1790 0.7898 6.9756
H 3.3273 -3.0146 5.7287
H -1.4248 -3.9187 1.3018
H -2.4480 0.0040 2.7399
H -2.1745 -3.3177 -1.0413
H -3.6884 0.4347 0.5461
P 1.3987 -0.7795 -0.3635
C -2.3724 1.7810 -2.2672
C -3.6583 1.8209 -3.0906
H -1.9805 2.8113 -2.2199
H -2.6199 1.4667 -1.2114
H -4.4369 2.3331 -2.5161
H -3.5176 2.3363 -4.0415
H -4.0353 0.8109 -3.2814
C -1.2764 -0.9000 -3.7585
C -1.8083 -0.8640 -5.1839
H -1.9328 -1.5213 -3.1186
H -0.2865 -1.3821 -3.7563
H -2.2089 -1.8509 -5.4453
H -2.6052 -0.1289 -5.3371
H -0.9919 -0.6596 -5.8855
C -0.0672 1.7928 -4.0591
C -0.9581 2.4589 -5.1098
H 0.7382 1.2044 -4.5302
H 0.4131 2.5449 -3.4111
H -0.3289 3.0420 -5.7919
H -1.5048 1.7208 -5.7128
H -1.6773 3.1468 -4.6482
C 2.9120 0.1756 -0.8910
C 2.8534 0.8606 -2.2508
H 3.7352 -0.5561 -0.8783
H 3.1506 0.9010 -0.1008
H 3.8587 1.2193 -2.5114
H 2.5186 0.1825 -3.0436
H 2.1957 1.7365 -2.2536
C 1.5561 -2.1323 -1.6114
C 0.9836 -3.4731 -1.1947
H 2.6304 -2.2084 -1.8276
H 1.0645 -1.7683 -2.5226
H 1.0824 -4.1774 -2.0299
H 1.4986 -3.8964 -0.3272
H -0.0804 -3.3915 -0.9552
C 2.1664 -1.6520 1.0810
C 3.0447 -0.8694 2.0472
H 2.7553 -2.4728 0.6476
H 1.3361 -2.1164 1.6280
H 3.5701 -1.5738 2.7042
H 3.8032 -0.2579 1.5454
H 2.4426 -0.2312 2.6977
C 0.9169 2.1649 2.6769
P 0.0612 2.6498 1.1814
C -0.9880 4.0599 1.4489
C 1.2685 3.0934 -0.0619
O -0.8610 1.5251 0.6655
H 1.6112 2.9718 2.9557
H 1.4826 1.2349 2.5433
H 0.1962 2.0149 3.4894
H -0.3785 4.8475 1.8924
H -1.3927 4.3720 0.4751
H -1.8068 3.7791 2.1251
H 1.7888 2.1908 -0.3978
H 0.7671 3.5581 -0.9212
H 1.9999 3.8019 0.3582

Entry 4:
60
Properties=species:S:1:pos:R:3 method="wB97M-V/def2-TZVPD" fmax_ha_per_bohr=0.0316 lumo_ha=0.013 de_lowest_kcal_mol=16.58 total_charge=0
C 1.5330 1.0664 -5.8599
H 1.8691 0.9469 -6.8883
O 1.0136 -0.1862 -5.4844
C 0.5324 -0.3378 -4.2276
C 0.4834 0.6570 -3.2630
C -0.0215 0.3929 -2.0015
C -0.4817 -0.8775 -1.6860
C -0.4539 -1.8870 -2.6552
C 0.0450 -1.6326 -3.9163
O 0.1202 -2.5383 -4.9249
C -0.3538 -3.8415 -4.6900
H -0.2029 -4.3802 -5.6238
H 0.2086 -4.3370 -3.8918
H -1.4196 -3.8433 -4.4391
H -0.8232 -2.8638 -2.3892
C -0.9805 -1.1590 -0.3616
N -0.8166 -0.4142 0.6967
C -1.4489 -1.0715 1.7237
C -1.9938 -2.2216 1.2189
O -1.6854 -2.2767 -0.1045
C -2.7863 -3.3189 1.8222
H -3.6918 -3.4883 1.2417
H -3.0590 -3.0613 2.8407
H -2.2127 -4.2458 1.8294
C -1.4902 -0.5294 3.0894
H -0.5338 -0.1194 3.4045
H -1.8231 -1.2800 3.8036
S -2.7445 0.8664 3.2685
O -2.6594 1.2405 4.6720
C -1.8458 2.1524 2.2584
C -0.4447 2.4797 2.7378
O -0.2186 3.3625 3.5374
N 0.5059 1.6967 2.1897
H 0.2435 1.0053 1.4939
C 1.9052 1.8265 2.5385
C 2.5557 0.4487 2.6782
C 2.6890 -0.2587 1.3310
C 3.4820 0.5912 0.3384
C 3.6066 -0.1220 -1.0053
H 2.6216 -0.3065 -1.4305
H 4.1765 0.4825 -1.7077
H 4.1139 -1.0769 -0.8864
C 2.7998 1.9489 0.1728
C 2.6695 2.6698 1.5107
H 3.6635 2.8819 1.9096
H 2.1510 3.6210 1.3782
H 1.8109 1.7979 -0.2617
H 3.3758 2.5684 -0.5184
H 4.4873 0.7541 0.7444
H 1.7016 -0.4656 0.9130
H 3.1913 -1.2178 1.4773
H 3.5480 0.5822 3.1137
H 1.9722 -0.1669 3.3666
H 1.9250 2.3494 3.5025
H -1.8579 1.7693 1.2411
H -2.4692 3.0414 2.3455
H -0.0731 1.1741 -1.2609
H 0.8392 1.6499 -3.4841
H 2.3825 1.3537 -5.2320
H 0.7682 1.8486 -5.8181